This record from the OMol25 dataset describes C16H34BrCl3CsF3KLiN7O5S3 as an isolated structure at a distorted geometry. The level of theory is ωB97M-V/def2-TZVPD.

Structure (XYZ):
```
75
Properties=species:S:1:pos:R:3:mulliken_charge:R:1
N -0.335 -6.900 -1.288 -0.50
C 0.010 -5.644 -1.958 1.07
N -0.645 -5.640 -3.263 -0.65
N -0.688 -4.564 -1.173 -0.56
C 1.575 -5.296 -1.973 -2.06
N 2.368 -5.973 -3.005 0.51
C 2.265 -5.613 -4.299 0.03
N 2.294 -4.401 -4.880 -0.33
N 2.164 -6.826 -5.006 -0.19
C 2.799 -7.904 -4.212 0.05
S 2.092 -9.578 -4.375 -0.15
C 3.024 -7.279 -2.759 -0.23
S 2.646 -8.255 -1.285 -0.08
H -1.324 -6.791 -1.048 0.37
H 0.133 -6.920 -0.365 0.02
H -0.506 -6.515 -3.764 0.25
H -0.330 -4.852 -3.824 0.25
H -0.016 -4.018 -0.648 0.19
H -1.137 -3.976 -1.879 0.30
H 1.987 -5.476 -0.887 0.46
H 1.683 -4.206 -2.137 0.53
H 3.082 -4.214 -5.491 0.23
H 1.611 -3.669 -4.752 0.23
H 2.431 -6.798 -5.988 0.31
H 3.842 -7.859 -4.601 0.31
H 0.821 -9.285 -4.796 0.16
H 4.102 -7.040 -2.652 0.22
H 1.522 -8.998 -1.630 0.09
Br 2.051 -4.156 0.202 -0.87
Li 1.329 -1.877 0.271 0.91
C -0.574 2.910 -1.019 0.58
F -1.290 4.036 -0.807 -0.23
F -1.323 2.117 -1.800 -0.21
F 0.497 3.265 -1.744 -0.23
S -0.104 2.087 0.563 0.80
O -1.358 1.777 1.218 -0.53
O 0.690 3.069 1.285 -0.52
O 0.644 0.908 0.169 -0.66
Cl 3.888 -7.097 0.476 -0.72
C 1.900 6.168 2.965 -0.76
C 1.149 5.869 4.256 0.79
C 2.104 5.564 5.397 -1.49
O 0.284 4.748 4.050 -0.68
H 2.500 5.309 2.657 0.27
H 1.201 6.376 2.147 0.32
H 2.559 7.028 3.087 0.25
H 0.518 6.726 4.521 -0.25
H 2.711 4.685 5.169 0.34
H 1.551 5.340 6.311 0.37
H 2.770 6.407 5.590 0.39
H 0.831 3.985 3.812 0.31
K 1.610 -7.123 2.047 0.82
Cl -0.475 8.812 3.707 -0.14
C -1.147 9.567 2.234 -0.29
C -2.033 8.619 1.457 -0.72
Cl -1.104 7.293 0.704 -0.24
H -0.316 9.926 1.630 0.33
H -1.728 10.429 2.561 0.37
H -2.523 9.155 0.646 0.36
H -2.807 8.177 2.092 0.32
O 3.081 9.403 2.119 -0.60
H 2.344 9.024 2.610 0.27
H 3.422 10.094 2.697 0.33
N -5.179 0.095 -0.863 -0.56
C -6.320 -0.315 -0.302 -0.26
C -6.520 -0.396 1.067 -0.32
C -5.477 -0.035 1.905 -0.42
C -4.283 0.392 1.346 -0.24
C -4.188 0.439 -0.036 -0.21
H -7.106 -0.590 -0.997 0.36
H -7.468 -0.733 1.466 0.36
H -5.593 -0.085 2.981 0.38
H -3.446 0.682 1.966 0.49
H -3.275 0.770 -0.519 0.42
Cs -1.460 5.512 2.703 1.16
```

The LUMO energy comes out at -2.52 eV. The value obtained for the frontier orbital gap is 6.331 eV. As for the charge: +1. Its HOMO energy is -0.3252 hartree.